Entry 1:
9
Properties=species:S:1:pos:R:3 method="wB97M-V/def2-TZVPD" e_lumo_ev="-2.02 / -2.60" homo_energy_ev="-9.7 / -9.8"
N -0.984 -1.331 -0.571
C -0.433 -0.338 0.193
N 0.329 0.506 -0.562
C 1.005 1.422 0.134
N 0.633 1.716 1.318
O -0.599 -0.257 1.429
H -0.593 -1.436 -1.497
H -1.261 -2.178 -0.104
H 1.904 1.895 -0.339

---

Entry 2:
8
Properties=species:S:1:pos:R:3 method="wB97M-V/def2-TZVPD" e_lumo_ev=-0.82 homo_energy_ev=-8.8
C -3.142 0.471 0.221
C -0.489 -0.384 -0.677
S -2.638 1.968 0.229
S -1.539 -1.174 0.501
Br -4.719 -0.354 -0.150
H -1.150 -0.441 -1.538
H 0.296 -1.086 -0.844
H -0.195 0.659 -0.573

---

Entry 3:
131
Properties=species:S:1:pos:R:3 method="wB97M-V/def2-TZVPD" e_lumo_ev=-0.24 smiles="CCCCCCCCN(CCCCCCCC)C(=S)SCCC[C@H]1OS(=O)(=O)[C@@H](CCC(F)(F)F)C[C@H]1N.CCOC(C)=O.CCOC(C)=O.CCOC(C)=O" homo_energy_ev=-8.4
C 1.909 6.166 1.612
C 0.413 5.898 1.395
C 0.097 4.408 1.511
C 0.202 3.655 0.183
C 0.333 2.149 0.442
C -0.026 1.273 -0.763
C 1.146 0.581 -1.455
C 2.033 -0.238 -0.494
N 2.013 -1.658 -0.885
C 3.136 -2.467 -0.374
C 3.645 -2.120 1.037
C 4.839 -1.148 1.071
C 6.016 -1.681 1.889
C 5.773 -1.690 3.408
C 6.573 -0.655 4.206
C 6.562 0.775 3.678
C 5.158 1.410 3.613
C 0.749 -2.226 -0.621
S -0.132 -2.899 -1.809
S 0.167 -2.174 1.056
C -1.606 -1.839 0.921
C -1.927 -0.610 1.787
C -3.435 -0.425 1.985
C -4.007 0.505 0.896
O -5.208 0.005 0.272
S -6.493 -0.211 1.185
O -6.442 -1.488 1.824
O -7.624 0.060 0.345
C -6.410 1.101 2.420
C -6.027 0.503 3.796
C -5.294 1.457 4.741
C -4.760 0.702 5.953
F -4.672 1.521 7.040
F -3.513 0.208 5.717
F -5.546 -0.356 6.319
C -5.585 2.274 1.890
C -4.193 1.970 1.311
N -3.075 2.392 2.176
H 2.193 5.743 2.572
H 2.123 7.230 1.630
H 2.489 5.674 0.834
H 0.081 6.303 0.443
H -0.121 6.447 2.170
H -0.891 4.257 1.944
H 0.813 3.960 2.202
H 1.085 4.022 -0.342
H -0.690 3.840 -0.406
H 1.338 1.958 0.813
H -0.355 1.927 1.260
H -0.744 0.506 -0.483
H -0.532 1.903 -1.497
H 1.751 1.330 -1.967
H 0.783 -0.084 -2.234
H 3.050 0.135 -0.567
H 1.692 -0.132 0.533
H 2.855 -3.517 -0.394
H 3.965 -2.365 -1.073
H 2.837 -1.770 1.675
H 3.982 -3.055 1.486
H 5.203 -0.958 0.062
H 4.513 -0.193 1.476
H 6.260 -2.673 1.516
H 6.876 -1.053 1.654
H 6.079 -2.667 3.780
H 4.704 -1.622 3.607
H 7.601 -1.009 4.269
H 6.178 -0.617 5.222
H 7.183 1.384 4.332
H 7.026 0.836 2.695
H 5.016 2.185 4.359
H 4.395 0.645 3.733
H 4.988 1.860 2.638
H -2.182 -2.702 1.240
H -1.849 -1.635 -0.117
H -1.411 -0.667 2.742
H -1.526 0.264 1.288
H -3.957 -1.378 1.981
H -3.558 0.015 2.969
H -3.269 0.509 0.098
H -7.437 1.442 2.491
H -6.955 0.220 4.283
H -5.468 -0.420 3.704
H -5.984 2.193 5.143
H -4.424 1.912 4.284
H -5.480 3.063 2.629
H -6.174 2.702 1.082
H -4.118 2.560 0.397
H -3.399 3.080 2.842
H -2.406 2.900 1.611
O 6.503 -4.525 -3.366
C 5.605 -5.304 -3.530
O 4.344 -4.846 -3.545
C 3.216 -5.666 -3.885
C 2.705 -6.425 -2.680
C 5.858 -6.790 -3.654
H 3.449 -6.324 -4.721
H 2.451 -4.976 -4.235
H 3.456 -7.115 -2.292
H 1.812 -6.993 -2.938
H 2.461 -5.724 -1.881
H 5.936 -7.212 -2.653
H 6.806 -6.930 -4.166
H 5.094 -7.330 -4.209
O 0.914 -7.521 -5.995
C -0.045 -6.801 -5.995
O -0.233 -5.968 -4.957
C -1.238 -4.947 -4.941
C -2.578 -5.480 -4.482
C -1.081 -6.864 -7.094
H -1.298 -4.451 -5.911
H -0.875 -4.208 -4.231
H -2.967 -6.238 -5.163
H -3.306 -4.671 -4.417
H -2.480 -5.941 -3.499
H -1.778 -7.669 -6.867
H -0.571 -7.097 -8.025
H -1.637 -5.941 -7.239
O -2.649 5.289 -0.063
C -2.659 5.977 -1.046
O -2.121 7.205 -0.976
C -1.927 8.041 -2.121
C -3.167 8.841 -2.456
C -3.315 5.521 -2.329
H -1.569 7.454 -2.968
H -1.117 8.712 -1.839
H -4.003 8.195 -2.727
H -2.970 9.514 -3.290
H -3.476 9.433 -1.595
H -4.381 5.733 -2.266
H -3.177 4.446 -2.416
H -2.913 5.982 -3.227